Below is a cluster of 8 separate species, C43H99N5O8 in total, with properties calculated with ωB97M-V/def2-TZVPD.

Geometry as XYZ:
```
155
Properties=species:S:1:pos:R:3
C -8.309 5.511 22.649
C -8.464 4.086 23.266
C -9.958 3.875 23.668
C -8.095 2.997 22.256
C -6.611 2.834 22.108
C -6.065 2.346 23.446
C -6.340 3.329 24.594
C -6.042 2.652 25.943
C -5.289 4.473 24.496
N -7.690 3.839 24.493
O -7.992 4.744 25.504
H -8.905 5.651 21.748
H -8.562 6.284 23.381
H -7.278 5.826 22.458
H -10.549 3.406 22.885
H -10.053 3.337 24.615
H -10.418 4.812 23.999
H -8.578 2.102 22.662
H -8.578 3.177 21.292
H -6.231 2.184 21.323
H -6.229 3.853 21.999
H -4.981 2.307 23.294
H -6.305 1.350 23.831
H -6.207 3.218 26.857
H -5.088 2.130 25.940
H -6.835 1.891 25.995
H -5.502 5.206 25.278
H -5.503 5.078 23.608
H -4.259 4.125 24.509
H -8.649 4.380 26.111
C -8.519 7.382 10.659
C -10.025 7.067 10.810
C -10.830 7.833 9.791
C -10.173 5.530 10.586
C -11.465 4.971 11.162
C -11.584 5.359 12.681
C -11.568 6.852 12.909
C -12.920 7.466 12.553
C -11.414 7.006 14.425
N -10.430 7.395 12.180
O -10.098 8.695 12.640
H -8.218 8.156 9.957
H -8.023 7.553 11.622
H -7.881 6.518 10.435
H -10.444 7.747 8.774
H -11.887 7.552 9.813
H -10.920 8.902 10.004
H -10.249 5.443 9.497
H -9.241 5.055 10.883
H -12.363 5.317 10.652
H -11.385 3.886 11.076
H -10.782 4.811 13.176
H -12.560 4.958 12.964
H -13.289 7.166 11.568
H -12.820 8.551 12.463
H -13.747 7.294 13.243
H -10.413 6.986 14.854
H -12.126 6.432 15.027
H -11.819 7.949 14.823
H -9.251 8.522 13.065
C -7.708 11.908 24.192
C -7.716 10.411 23.714
C -6.683 10.248 22.582
C -7.300 9.478 24.851
C -8.289 9.238 26.006
C -9.678 8.884 25.513
C -10.123 9.772 24.294
C -11.197 8.872 23.615
C -10.787 11.047 24.789
N -9.073 10.015 23.298
O -9.534 10.568 22.072
H -6.851 12.395 23.722
H -8.638 12.425 23.985
H -7.472 11.977 25.257
H -6.968 11.061 21.908
H -5.676 10.479 22.931
H -6.678 9.309 22.031
H -6.962 8.540 24.408
H -6.491 9.995 25.374
H -7.882 8.455 26.645
H -8.386 10.185 26.548
H -10.454 8.808 26.271
H -9.557 7.878 25.093
H -11.947 8.551 24.341
H -10.803 8.113 22.945
H -11.849 9.523 23.018
H -11.702 10.768 25.317
H -11.193 11.682 23.996
H -10.059 11.639 25.339
H -9.278 9.824 21.515
C -0.092 5.066 21.219
C 0.269 6.011 22.379
C 1.609 5.562 23.018
C 0.635 7.478 21.921
C -0.522 8.286 21.387
C -1.644 8.308 22.452
C -1.926 6.927 23.076
C -2.772 7.158 24.325
C -2.904 6.208 22.125
N -0.732 6.168 23.420
O -1.103 4.926 23.987
H 0.818 4.861 20.636
H -0.160 4.040 21.593
H -0.835 5.331 20.476
H 1.663 5.971 24.028
H 1.646 4.470 23.090
H 2.542 5.811 22.513
H 1.158 8.010 22.716
H 1.338 7.313 21.100
H -0.179 9.227 20.956
H -0.987 7.792 20.524
H -2.635 8.688 22.216
H -1.200 8.859 23.291
H -2.119 7.430 25.158
H -3.367 6.283 24.575
H -3.488 7.968 24.174
H -2.595 6.174 21.081
H -3.925 6.595 22.219
H -3.194 5.169 22.325
H -0.692 4.965 24.857
C -7.581 5.656 15.387
O -7.845 5.934 16.750
C -6.770 6.032 17.660
C -6.592 7.465 18.209
C -5.429 7.618 19.139
N -7.848 7.767 18.969
H -7.294 4.632 15.160
H -6.804 6.360 15.066
H -8.404 6.005 14.764
H -7.051 5.365 18.479
H -5.861 5.682 17.156
H -6.498 8.181 17.389
H -5.231 8.630 19.496
H -4.531 7.379 18.555
H -5.475 6.972 20.019
H -7.909 7.206 19.815
H -8.497 7.281 18.345
C -8.608 10.506 15.938
O -7.528 10.436 16.899
H -8.075 10.995 15.121
H -8.784 9.512 15.515
H -9.566 10.972 16.154
H -7.894 9.958 17.659
C -4.024 6.125 14.186
O -4.378 4.846 13.700
H -2.944 6.234 14.099
H -4.573 6.898 13.646
H -4.353 6.309 15.214
H -3.717 4.176 13.870
C -3.485 9.569 16.475
O -2.771 8.705 15.633
H -4.222 9.058 17.100
H -2.912 10.041 17.288
H -3.939 10.434 15.986
H -2.569 9.183 14.827
```

As for the frontier orbital gap: 8.35 eV. The value obtained for the energy relative to the best compared isomer or geometry (same formula, charge and spin) is 1.474 eV. As for the molar mass: 814.292 g mol⁻¹.

Here are the Mulliken charges for atoms 1 to 8, given in e:
1. C -0.726
2. C 1.757
3. C -1.802
4. C -1.677
5. C 0.086
6. C -1.241
7. C 1.591
8. C -2.000

=====

Below is a structure of composition C44H103N5O7, with properties calculated with ωB97M-V/def2-TZVPD.

Geometry as XYZ:
```
159
Properties=species:S:1:pos:R:3
C -3.247 -0.008 -4.345
C -2.468 -1.260 -4.013
C -3.260 -2.229 -3.127
O -1.913 -1.893 -5.167
H -4.157 -0.213 -4.909
H -2.668 0.740 -4.887
H -3.543 0.489 -3.421
H -1.649 -1.001 -3.342
H -4.173 -2.545 -3.633
H -3.462 -1.913 -2.103
H -2.650 -3.115 -2.950
C -1.593 0.137 -1.048
C -0.181 0.721 -1.341
C 0.825 0.470 -0.098
O 0.385 0.275 -2.546
H -1.649 -0.952 -1.024
H -2.337 0.441 -1.784
H -1.978 0.553 -0.117
H -0.323 1.800 -1.395
H 1.850 0.834 -0.163
H 0.949 -0.601 0.061
H 0.368 0.842 0.819
C -1.761 1.372 2.329
C -1.000 2.612 1.733
C -1.865 3.225 0.623
N -1.099 4.388 -0.040
C 0.106 3.860 -0.924
C 0.572 4.894 -1.977
C -0.513 5.511 -2.822
C -1.700 6.121 -1.953
C -2.251 5.080 -0.897
C -0.398 5.467 0.799
H -1.273 1.009 3.234
H -1.764 0.574 1.586
H -2.796 1.439 2.665
H -0.041 2.233 1.378
H -0.806 3.326 2.533
H -2.856 3.515 0.971
H -1.977 2.564 -0.236
H -0.067 2.858 -1.317
H 0.980 3.585 -0.334
H 1.296 4.447 -2.658
H 1.021 5.789 -1.546
H -0.968 4.935 -3.628
H -0.010 6.350 -3.302
H -2.509 6.563 -2.536
H -1.257 7.003 -1.490
H -2.967 4.353 -1.281
H -2.764 5.589 -0.082
H 0.592 5.136 1.111
H -1.046 5.715 1.640
H -0.255 6.331 0.151
C 2.111 -2.342 0.154
C 1.586 -1.469 1.338
C 2.596 -0.356 1.759
N 2.114 0.495 2.996
C 1.670 -0.400 4.173
C 1.440 0.416 5.474
C 2.605 1.357 5.929
C 2.877 2.345 4.737
C 3.241 1.482 3.410
C 0.915 1.447 2.590
H 3.047 -1.845 -0.101
H 1.444 -2.321 -0.707
H 2.431 -3.365 0.349
H 1.613 -2.134 2.201
H 0.577 -1.083 1.194
H 2.860 0.268 0.906
H 3.367 -0.975 2.218
H 2.576 -0.978 4.354
H 0.797 -1.011 3.945
H 1.200 -0.320 6.242
H 0.473 0.905 5.364
H 3.526 0.882 6.266
H 2.195 1.883 6.791
H 3.682 3.031 4.999
H 2.063 3.053 4.579
H 4.085 0.810 3.572
H 3.380 2.120 2.538
H 0.011 0.905 2.313
H 1.264 2.026 1.734
H 0.656 2.173 3.361
C -2.980 -2.470 -0.832
C -2.292 -3.086 0.458
C -2.707 -2.698 1.919
N -2.091 -3.570 3.044
C -2.835 -3.086 4.368
C -2.089 -3.623 5.607
C -0.747 -3.145 5.688
C 0.085 -3.648 4.503
C -0.562 -3.177 3.186
C -2.297 -5.055 2.824
H -2.891 -1.413 -1.085
H -4.051 -2.663 -0.762
H -2.631 -3.107 -1.644
H -1.224 -2.872 0.432
H -2.224 -4.149 0.224
H -3.786 -2.710 2.073
H -2.395 -1.689 2.188
H -2.910 -1.999 4.332
H -3.830 -3.506 4.226
H -2.597 -3.130 6.435
H -2.121 -4.704 5.745
H -0.637 -2.061 5.696
H -0.299 -3.468 6.628
H 1.128 -3.333 4.471
H 0.080 -4.738 4.486
H -0.583 -2.088 3.152
H -0.173 -3.613 2.265
H -1.773 -5.242 1.887
H -3.363 -5.281 2.821
H -1.868 -5.510 3.717
C 2.033 -2.331 -2.278
N 0.593 -2.794 -2.388
C 0.462 -4.317 -2.726
C -0.070 -2.545 -1.059
C -0.131 -2.004 -3.494
C 0.483 -2.147 -4.897
O -0.018 -1.065 -5.681
H 1.924 -1.285 -2.563
H 2.643 -2.861 -3.010
H 2.395 -2.538 -1.271
H 0.764 -4.563 -3.743
H -0.566 -4.672 -2.648
H 1.099 -4.716 -1.936
H 0.614 -3.007 -0.346
H -1.051 -3.016 -1.003
H -0.168 -1.468 -0.920
H -0.228 -0.958 -3.203
H -1.128 -2.442 -3.540
H 0.209 -3.082 -5.386
H 1.535 -1.929 -4.710
H -0.975 -1.144 -5.680
C 4.863 0.668 -2.304
N 3.348 0.392 -2.354
C 2.980 -0.103 -3.793
C 2.973 -0.571 -1.231
C 2.453 1.655 -2.100
C 2.968 2.995 -2.706
O 3.040 3.025 -4.105
H 5.545 -0.178 -2.383
H 5.115 1.243 -1.413
H 5.126 1.398 -3.070
H 3.485 0.522 -4.530
H 1.903 -0.186 -3.939
H 3.297 -1.144 -3.838
H 1.915 -0.726 -1.441
H 3.162 -0.135 -0.250
H 3.569 -1.458 -1.445
H 2.439 1.831 -1.025
H 1.465 1.375 -2.464
H 3.924 3.350 -2.320
H 2.272 3.743 -2.325
H 2.415 3.640 -4.494
O -3.753 1.277 -1.231
C -3.782 2.321 -2.040
O -2.946 2.279 -2.928
O -4.601 3.227 -1.949
H -3.081 0.856 -1.771
```

As for the frontier orbital gap: 4.28 eV. As for the net charge: +2. As for the molar mass: 814.336 g mol⁻¹.

Here are the Mulliken charges for atoms 1 to 8, given in e:
1. C -1.463
2. C 1.609
3. C -1.045
4. O -1.067
5. H 0.409
6. H 0.333
7. H 0.859
8. H -0.313

=====

Below is a cluster of 14 separate species, C44H104N12O16 in total, with properties calculated with ωB97M-V/def2-TZVPD.

Geometry as XYZ:
```
176
Properties=species:S:1:pos:R:3
C -0.915 6.904 2.844
O -0.488 6.023 3.858
C 0.507 5.123 3.372
C 0.882 4.077 4.422
O 1.139 2.885 3.715
C 0.993 1.688 4.466
H -1.490 7.712 3.290
H -1.578 6.343 2.174
H -0.082 7.329 2.279
H 1.362 5.752 3.118
H 0.105 4.602 2.497
H 0.018 3.925 5.073
H 1.772 4.437 4.939
H 1.257 0.911 3.753
H -0.002 1.475 4.877
H 1.656 1.787 5.331
C 4.342 -5.850 -0.231
O 3.150 -5.381 0.349
C 2.556 -4.272 -0.284
C 2.316 -4.347 -1.782
O 3.578 -4.168 -2.433
C 3.536 -4.617 -3.766
H 5.190 -5.160 -0.204
H 4.206 -6.198 -1.256
H 4.675 -6.719 0.342
H 3.127 -3.378 -0.010
H 1.542 -4.099 0.097
H 1.638 -3.561 -2.120
H 1.939 -5.347 -2.037
H 4.464 -4.326 -4.259
H 2.751 -4.151 -4.377
H 3.379 -5.702 -3.783
C 1.148 -1.570 6.519
C 1.904 -1.680 5.213
O 2.956 -1.085 4.997
N 1.257 -2.303 4.215
C 1.776 -2.462 2.882
H 1.019 -0.495 6.656
H 1.668 -2.008 7.364
H 0.158 -2.013 6.413
H 0.312 -2.612 4.390
H 1.543 -1.612 2.238
H 1.337 -3.293 2.321
H 2.836 -2.705 2.824
C 4.497 -0.029 -1.898
C 5.387 -0.509 -3.017
O 6.588 -0.650 -2.838
N 4.806 -0.852 -4.201
C 3.402 -0.798 -4.551
H 5.074 0.367 -1.071
H 3.868 -0.852 -1.554
H 3.846 0.796 -2.206
H 5.452 -1.317 -4.820
H 3.042 -1.781 -4.853
H 3.262 -0.069 -5.353
H 2.789 -0.441 -3.731
C -1.737 -4.680 2.022
C -1.729 -3.828 3.280
O -1.071 -4.148 4.271
N -2.434 -2.691 3.195
C -2.648 -1.772 4.292
H -2.400 -4.287 1.251
H -2.111 -5.687 2.219
H -0.701 -4.811 1.710
H -3.089 -2.713 2.427
H -1.860 -1.794 5.035
H -3.595 -1.939 4.815
H -2.743 -0.773 3.862
C 1.948 5.052 -3.363
C 1.814 3.728 -4.083
O 2.059 2.678 -3.495
N 1.278 3.732 -5.325
C 1.113 2.556 -6.133
H 1.173 5.783 -3.605
H 2.907 5.529 -3.572
H 1.916 4.869 -2.291
H 0.846 4.590 -5.619
H 0.096 2.161 -6.189
H 1.783 1.728 -5.915
H 1.369 2.788 -7.173
C -3.085 4.256 4.294
C -3.510 2.812 4.205
O -2.688 1.911 4.084
N -4.842 2.629 4.319
C -5.516 1.355 4.243
H -2.043 4.481 4.084
H -3.374 4.784 5.203
H -3.652 4.782 3.513
H -5.381 3.459 4.135
H -5.899 1.190 3.235
H -6.370 1.296 4.919
H -4.867 0.534 4.536
C 3.324 4.361 1.480
C 3.486 3.698 0.120
O 4.568 3.727 -0.451
N 2.430 3.058 -0.400
C 1.121 2.863 0.208
H 4.206 4.841 1.898
H 3.012 3.644 2.246
H 2.560 5.141 1.493
H 2.506 2.739 -1.359
H 1.216 2.117 0.998
H 0.378 2.528 -0.513
H 0.746 3.807 0.612
C -3.803 0.747 -4.081
C -4.544 0.408 -5.364
O -3.963 0.458 -6.440
N -5.849 0.100 -5.255
C -6.698 -0.077 -6.423
H -2.739 0.630 -4.268
H -4.121 0.121 -3.247
H -3.938 1.802 -3.836
H -6.214 0.134 -4.321
H -7.715 -0.093 -6.038
H -6.491 -1.040 -6.893
H -6.480 0.704 -7.147
C 0.367 -0.070 -2.248
C 0.308 -0.337 -0.765
O 1.218 -0.940 -0.208
N -0.795 0.043 -0.089
C -0.966 -0.208 1.329
H 0.658 -0.963 -2.793
H 1.148 0.693 -2.319
H -0.535 0.365 -2.681
H -1.581 0.380 -0.620
H -1.365 -1.205 1.504
H -1.647 0.540 1.740
H -0.027 -0.053 1.856
C 4.313 -0.428 1.611
C 5.500 -1.261 2.064
O 6.300 -1.628 1.207
N 5.640 -1.505 3.370
C 6.663 -2.373 3.905
H 3.656 -0.184 2.455
H 3.713 -0.972 0.888
H 4.668 0.537 1.252
H 5.029 -1.043 4.026
H 6.901 -2.080 4.926
H 7.586 -2.191 3.349
H 6.429 -3.435 3.843
C -1.508 3.950 -2.705
C -2.198 3.421 -1.472
O -2.507 2.239 -1.361
N -2.482 4.322 -0.507
C -3.078 3.835 0.727
H -0.421 3.951 -2.682
H -1.849 4.983 -2.818
H -1.820 3.358 -3.562
H -2.091 5.244 -0.530
H -4.097 3.454 0.654
H -3.165 4.729 1.350
H -2.434 3.093 1.198
C -4.517 0.184 0.220
C -4.596 -1.312 0.004
O -4.391 -2.085 0.930
N -4.798 -1.754 -1.263
C -5.056 -3.153 -1.493
H -4.229 0.375 1.249
H -5.497 0.637 0.049
H -3.786 0.618 -0.467
H -5.104 -1.048 -1.908
H -5.377 -3.207 -2.537
H -5.931 -3.555 -0.968
H -4.259 -3.851 -1.254
C -1.298 -3.312 -1.928
C -0.958 -4.338 -2.964
O -0.390 -3.989 -3.997
N -1.276 -5.609 -2.712
C -0.978 -6.669 -3.642
H -2.015 -2.594 -2.335
H -0.417 -2.699 -1.745
H -1.708 -3.761 -1.024
H -1.834 -5.880 -1.923
H -0.942 -7.677 -3.226
H 0.041 -6.594 -4.033
H -1.615 -6.688 -4.526
```

As for the frontier orbital gap: 7.87 eV. The value obtained for the energy relative to the best compared isomer or geometry (same formula, charge and spin) is 0.000 eV. As for the molar mass: 1057.384 g mol⁻¹.

Here are the Mulliken charges for atoms 1 to 8, given in e:
1. C -0.508
2. O -0.497
3. C 0.072
4. C -1.174
5. O 0.247
6. C -0.676
7. H 0.288
8. H -0.035

=====

Q: Look up the frontier orbital gap of the first one.
A: 8.35 eV